[1]
Density functional theory data (the ωB97M-V functional and the def2-TZVPD basis) for an isolated molecule of C3H4N4O at a distorted geometry.

The highest occupied orbital energy comes out at -8.61 eV. The maximum force comes out at 8.91 eV/Å. As for the HOMO-LUMO gap: 0.274 Ha. The value obtained for the total energy is -11178.3161 eV. For the energy above the lowest of the compared OMol25 structures with the same formula, charge and spin, the calculation gives 545.4 kJ/mol.

The geometry in ORCA input format:
```
! wB97M-V def2-TZVPD RIJCOSX def2/J DEFGRID3
* xyz 0 1
N 2.5000 0.0999 0.0942
N 1.5339 -0.8928 0.1045
C 0.4168 -0.4107 -0.2801
N 0.1660 0.9534 -0.1167
C -1.0971 0.9930 -0.1322
C -1.8814 -0.2228 -0.0230
O -3.1726 -0.2473 0.2602
N -0.8421 -1.0547 -0.4687
H 3.3897 -0.0882 0.6951
H 2.0399 1.1504 -0.3664
H -2.0340 1.6676 -0.0918
H -1.0192 -1.9478 0.3249
*
```

***

[2]
Density functional theory data (the ωB97M-V functional and the def2-TZVPD basis) for a structure of composition AsF6H74O37 at a distorted geometry.

The highest occupied orbital energy comes out at -7.71 eV. The maximum force comes out at 2.50 eV/Å. As for the HOMO-LUMO gap: 0.323 Ha. The value obtained for the total energy is -154111.6578 eV. For the energy above the lowest of the compared OMol25 structures with the same formula, charge and spin, the calculation gives 113.9 kJ/mol.

The geometry in ORCA input format:
```
! wB97M-V def2-TZVPD RIJCOSX def2/J DEFGRID3
* xyz -1 1
As 0.1973 0.1607 -0.0594
F 1.2875 1.5842 -0.2127
F 1.4625 -1.0224 -0.5297
F -0.9251 -1.2766 0.0221
F -1.1641 1.2957 0.4660
F -0.3579 0.4185 -1.6934
F 0.6987 -0.0766 1.6305
O 3.5997 -4.2096 1.2745
H 3.7198 -4.1674 0.3258
H 2.6611 -4.3564 1.3913
O -5.1731 4.0373 3.4478
H -4.6183 4.6620 2.9809
H -5.0029 3.1983 3.0195
O -4.4548 0.0133 0.9866
H -4.2640 0.0943 0.0521
H -4.0753 0.8000 1.3781
O 0.1583 -3.2996 -2.8454
H 0.1521 -2.4938 -3.3620
H -0.1683 -3.9711 -3.4443
O -1.0719 0.1941 -4.1423
H -1.9423 0.5908 -4.1089
H -0.8067 0.1196 -3.2256
O 3.7454 -0.5452 -1.6803
H 3.1812 -0.7498 -2.4259
H 3.2060 0.0089 -1.1161
O 0.5848 2.0648 -5.4261
H 0.4125 1.3545 -4.8081
H 0.2436 1.7444 -6.2611
O -3.3324 -5.6125 1.2881
H -3.1615 -5.1209 0.4847
H -3.1540 -6.5234 1.0546
O -3.9317 3.2591 -3.0613
H -4.2278 3.5056 -3.9376
H -3.1465 3.7868 -2.9160
O 2.6343 4.1621 4.5778
H 3.0931 4.0646 5.4122
H 1.8262 3.6611 4.6883
O -3.7958 0.2733 -5.2873
H -3.6858 -0.6117 -4.9396
H -3.8484 0.1538 -6.2356
O -1.1987 3.7552 3.5511
H -1.5645 4.1505 4.3424
H -0.9856 2.8579 3.8076
O 0.3504 5.2523 1.6903
H -0.0105 5.5077 2.5392
H -0.2404 4.5686 1.3742
O -1.9871 5.3450 -2.8938
H -2.0379 6.1660 -3.3833
H -1.5635 5.5831 -2.0691
O 2.8743 -0.3286 -4.5406
H 2.5218 0.2644 -5.2042
H 2.9629 -1.1682 -4.9918
O 0.1638 -3.3668 4.9559
H 0.0670 -4.1897 4.4766
H 0.3271 -3.6337 5.8605
O 3.1911 5.3460 2.0573
H 2.3480 5.0876 1.6848
H 3.2557 4.8488 2.8727
O 3.1520 3.9735 -1.2060
H 2.8964 4.8668 -1.4362
H 2.3250 3.5253 -1.0289
O -3.7281 -2.0815 3.5958
H -3.6055 -1.2946 4.1268
H -3.8518 -1.7532 2.7052
O 0.4919 -5.7657 3.2378
H -0.0176 -5.1687 2.6899
H 0.1155 -6.6290 3.0664
O -2.4100 -2.0342 -4.8348
H -1.7911 -1.3175 -4.6951
H -2.0232 -2.7786 -4.3738
O -4.0892 4.1596 -0.6802
H -4.1526 5.0915 -0.8894
H -3.9731 3.7307 -1.5280
O 5.7090 3.6706 -0.5546
H 6.1245 3.9357 -1.3752
H 4.8030 3.4773 -0.7958
O -0.5017 -5.3051 -1.0901
H -0.3471 -4.5487 -1.6559
H -1.4395 -5.2756 -0.9009
O -3.5901 2.6098 1.6919
H -2.6743 2.7161 1.9491
H -3.6303 2.9535 0.7995
O 4.6272 2.1633 -3.8559
H 5.3671 1.6340 -4.1534
H 3.9137 1.5356 -3.7415
O 2.8469 -3.9852 -2.8131
H 1.9671 -3.7164 -2.5489
H 3.3248 -3.1637 -2.9270
O -1.3992 -1.2085 5.9821
H -0.8140 -1.9660 5.9798
H -1.5315 -1.0047 5.0563
O 0.0943 1.2202 3.6768
H 0.0974 1.0972 2.7275
H 0.4781 0.4151 4.0244
O 2.2036 -1.5913 4.9044
H 1.6073 -2.3340 4.8089
H 2.7570 -1.6259 4.1242
O -4.1336 0.4334 -1.5747
H -4.0620 1.2017 -2.1412
H -4.8502 -0.0769 -1.9519
O 5.3470 -3.7313 -0.9217
H 5.9634 -3.0330 -0.7014
H 5.0868 -3.5459 -1.8240
O 5.9379 -1.9271 -2.9551
H 5.8451 -1.4070 -3.7533
H 5.6192 -1.3546 -2.2573
O -3.5519 0.4196 4.6027
H -3.0041 1.1445 4.3015
H -4.2669 0.8411 5.0796
O -3.0249 -3.4295 -0.5907
H -3.8587 -2.9975 -0.4056
H -2.3653 -2.7521 -0.4412
O 4.0042 -1.5027 2.5651
H 4.9579 -1.5375 2.4902
H 3.6874 -2.0708 1.8629
O 0.9243 -3.6594 0.7692
H 1.0900 -2.7193 0.8387
H 0.2931 -3.7396 0.0541
*
```

***

[3]
Density functional theory data (the ωB97M-V functional and the def2-TZVPD basis) for an isolated molecule of C4H6O at a distorted geometry.

The highest occupied orbital energy comes out at -9.40 eV. The maximum force comes out at 5.49 eV/Å. As for the HOMO-LUMO gap: 0.377 Ha. The value obtained for the total energy is -6288.9318 eV. For the energy above the lowest of the compared OMol25 structures with the same formula, charge and spin, the calculation gives 288.1 kJ/mol.

The geometry in ORCA input format:
```
! wB97M-V def2-TZVPD RIJCOSX def2/J DEFGRID3
* xyz 0 1
C -2.1838 0.5089 -0.5092
C -1.2787 0.0163 0.0661
C -0.0947 -0.5265 0.4944
C 1.1545 -0.2256 -0.2299
O 1.8645 0.7636 0.3130
H -2.8567 1.2576 -0.8219
H -0.7394 -1.5731 0.2867
H 0.0196 -0.6423 1.5705
H 1.0297 -0.0370 -1.2843
H 1.8105 -1.0622 -0.1560
H 1.2745 1.5204 0.2705
*
```

***

[4]
Density functional theory data (the ωB97M-V functional and the def2-TZVPD basis) for a structure of composition C3H11NaO6P at a distorted geometry.

The highest occupied orbital energy (alpha / beta) comes out at -7.64 / -7.18 eV. The maximum force comes out at 3.67 eV/Å. As for the HOMO-LUMO gap (alpha / beta): 0.278 / 0.171 Ha. The value obtained for the total energy is -29278.7498 eV.

The geometry in ORCA input format:
```
! wB97M-V def2-TZVPD RIJCOSX def2/J DEFGRID3
* xyz 0 2
Na 2.1051 0.6803 -1.5163
O 0.6922 2.6308 -1.6856
H 0.3322 2.3004 -0.8396
O 4.0614 1.9515 -2.6726
H 4.3631 2.2911 -3.5376
C -0.9649 1.5419 0.8596
O -0.6957 0.2666 1.5176
P -0.3817 -1.0226 0.5215
O 0.7512 -0.8175 -0.3675
O -1.8067 -1.3796 -0.1469
C -2.2896 -0.6257 -1.3073
O -0.2234 -2.2739 1.5663
C 0.9158 -2.3506 2.3603
H -1.9820 1.7827 1.1688
H -1.0852 1.3727 -0.2104
H -0.1625 2.2491 1.0696
H -3.1891 -0.1206 -0.9555
H -2.5420 -1.3859 -2.0466
H -1.6145 0.0716 -1.8035
H 1.6539 -1.5487 2.3780
H 1.4165 -3.3103 2.2322
H 0.6458 -2.3032 3.4153
*
```

***

Repeat the third record exactly.
Density functional theory data (the ωB97M-V functional and the def2-TZVPD basis) for an isolated molecule of C4H6O at a distorted geometry.

The highest occupied orbital energy comes out at -9.40 eV. The maximum force comes out at 5.49 eV/Å. As for the HOMO-LUMO gap: 0.377 Ha. The value obtained for the total energy is -6288.9318 eV. For the energy above the lowest of the compared OMol25 structures with the same formula, charge and spin, the calculation gives 288.1 kJ/mol.

The geometry in ORCA input format:
```
! wB97M-V def2-TZVPD RIJCOSX def2/J DEFGRID3
* xyz 0 1
C -2.1838 0.5089 -0.5092
C -1.2787 0.0163 0.0661
C -0.0947 -0.5265 0.4944
C 1.1545 -0.2256 -0.2299
O 1.8645 0.7636 0.3130
H -2.8567 1.2576 -0.8219
H -0.7394 -1.5731 0.2867
H 0.0196 -0.6423 1.5705
H 1.0297 -0.0370 -1.2843
H 1.8105 -1.0622 -0.1560
H 1.2745 1.5204 0.2705
*
```

***

Q: Look up the maximum force of the first one.
A: 8.91 eV/Å

***

Q: Which of these has the highest maximum force?
A: C3H4N4O